Record 1
This record from the OMol25 dataset describes C2H6InO2 as an isolated structure at a distorted geometry. The level of theory is wB97M-V/def2-TZVPD.

Geometry as XYZ:
```
11
Properties=species:S:1:pos:R:3
In 10.438 17.237 -34.013
C 8.602 17.904 -32.022
C 8.663 18.830 -30.806
O 8.203 20.028 -31.381
O 9.596 18.213 -32.977
H 7.622 18.052 -32.477
H 8.754 16.967 -31.487
H 9.692 18.961 -30.471
H 8.096 18.468 -29.949
H 8.970 20.585 -31.536
H 9.454 18.994 -33.518
```

LUMO level, eV: -20.98
Orbital gap, eV: 3.748
Energy relative to the best compared isomer or geometry (same formula, charge and spin), kcal/mol: 142.5
Multiplicity: 1
DFT total energy, hartree: -418.68383
Net charge: +3
F_max, eV/A: 19.0



Record 2
This record from the OMol25 dataset describes C30H21BrN5O2Pd as an isolated structure. The level of theory is wB97M-V/def2-TZVPD.

Geometry as XYZ:
```
60
Properties=species:S:1:pos:R:3
Pd 0.726 0.010 0.637
N 3.880 -8.201 -4.724
C 3.525 -7.295 -4.115
C 3.080 -6.159 -3.352
C 2.383 -6.353 -2.162
C 1.951 -5.260 -1.434
C 2.222 -3.967 -1.879
C 2.927 -3.781 -3.065
C 3.349 -4.870 -3.806
C 1.768 -2.794 -1.093
C 0.397 -2.602 -0.908
C -0.683 -3.395 -1.365
C -1.845 -2.829 -0.884
C -1.462 -1.690 -0.157
N -0.137 -1.555 -0.175
C 2.737 -1.944 -0.557
C 4.147 -2.065 -0.584
C 4.667 -1.000 0.122
C 3.567 -0.250 0.573
N 2.429 -0.809 0.169
H 2.186 -7.358 -1.815
H 1.411 -5.406 -0.507
H 3.133 -2.777 -3.414
H 3.886 -4.730 -4.733
H -0.590 -4.279 -1.974
H -2.855 -3.173 -1.032
H -2.083 -0.971 0.355
H 4.695 -2.859 -1.065
H 5.703 -0.774 0.309
H 3.567 0.655 1.166
C 0.680 -0.338 4.398
O 0.275 0.398 3.248
C -0.522 1.476 3.418
C -0.917 1.976 4.634
C -1.773 3.084 4.682
Br -2.303 3.755 6.366
C -2.224 3.671 3.537
C -1.825 3.161 2.286
C -0.965 2.054 2.195
O -0.565 1.582 1.039
C -2.303 3.780 1.074
N -1.979 3.398 -0.163
C -2.620 4.205 -1.095
C -2.611 4.214 -2.482
C -3.383 5.180 -3.100
C -4.135 6.103 -2.362
C -4.142 6.095 -0.980
C -3.368 5.124 -0.364
N -3.140 4.825 0.978
H -0.188 -0.703 4.948
H 1.304 0.273 5.054
H 1.257 -1.179 4.026
H -0.580 1.530 5.558
H -2.883 4.525 3.611
H -1.344 2.607 -0.268
H -2.030 3.501 -3.051
H -3.408 5.226 -4.180
H -4.723 6.842 -2.888
H -4.723 6.809 -0.413
H -3.541 5.308 1.764
```

LUMO level, eV: -3.83
Orbital gap, eV: 6.800
Energy relative to the best compared isomer or geometry (same formula, charge and spin), kcal/mol: 4.6
Multiplicity: 1
DFT total energy, hartree: -4281.76165
Net charge: +1
F_max, eV/A: 0.5



Record 3
This record from the OMol25 dataset describes a 2-piece molecular cluster, C4H9NO3 overall at a distorted geometry. The level of theory is wB97M-V/def2-TZVPD.

Geometry as XYZ:
```
17
Properties=species:S:1:pos:R:3
C -1.447 0.665 1.206
C -1.118 0.617 -0.257
O -0.942 1.603 -0.937
C -1.422 -0.764 -0.925
O -1.298 -1.864 -0.072
H -0.557 0.374 1.763
H -1.741 1.670 1.498
H -2.232 -0.033 1.481
H -0.818 -0.862 -1.838
H -2.473 -0.726 -1.233
H -0.389 -1.875 0.266
N 3.041 0.484 -0.127
C 1.826 -0.069 -0.185
O 1.400 -0.922 0.559
H 3.329 1.207 -0.764
H 3.697 0.141 0.559
H 1.143 0.355 -0.992
```

SMILES: CC(=O)CO.NC=O
LUMO level, eV: 0.74
Orbital gap, eV: 10.062
Energy relative to the best compared isomer or geometry (same formula, charge and spin), kcal/mol: 24.9
Multiplicity: 1
DFT total energy, hartree: -438.28942
F_max, eV/A: 2.4



Record 4
This record from the OMol25 dataset describes one molecule with the formula C5H8S at a distorted geometry. The level of theory is wB97M-V/def2-TZVPD.

Geometry as XYZ:
```
14
Properties=species:S:1:pos:R:3
C 2.485 -1.161 0.128
C 1.846 -0.031 -0.040
C 0.450 0.184 -0.088
C -0.058 1.439 -0.081
S -0.539 -1.272 -0.213
C -2.210 -0.590 0.129
H 3.508 -1.059 0.266
H 2.150 -2.202 0.448
H 2.470 0.897 -0.066
H -1.131 1.587 -0.165
H 0.516 2.363 -0.003
H -2.757 -1.476 0.264
H -2.789 -0.092 -0.737
H -2.360 0.053 1.040
```

SMILES: C=CC(=C)SC
LUMO level, eV: 0.81
Orbital gap, eV: 9.137
Energy relative to the best compared isomer or geometry (same formula, charge and spin), kcal/mol: 36.1
Multiplicity: 1
DFT total energy, hartree: -593.43067
F_max, eV/A: 2.9



Record 5
This record from the OMol25 dataset describes a 15-piece molecular cluster, C30H60O60S15 overall at a distorted geometry. The level of theory is wB97M-V/def2-TZVPD.

Geometry as XYZ:
```
165
Properties=species:S:1:pos:R:3
C 2.888 4.022 2.659
C 1.602 4.558 3.258
O 2.047 5.668 3.952
S 2.900 6.635 2.883
O 3.616 7.593 3.653
O 2.097 7.133 1.738
O 3.682 5.206 2.578
H 2.902 3.653 1.634
H 3.433 3.300 3.268
H 1.168 3.911 4.020
H 0.831 4.857 2.548
C 1.348 -6.251 -2.890
C 2.250 -5.873 -1.693
O 2.732 -4.574 -1.918
S 2.443 -4.087 -3.439
O 3.721 -3.756 -4.196
O 1.375 -3.108 -3.359
O 1.817 -5.532 -3.967
H 0.324 -5.883 -2.830
H 1.445 -7.309 -3.134
H 3.199 -6.392 -1.554
H 1.667 -5.993 -0.779
C -4.905 -0.891 -0.402
C -3.438 -0.965 0.126
O -2.618 -1.062 -1.089
S -3.453 -0.821 -2.452
O -2.928 -1.731 -3.497
O -3.552 0.641 -2.692
O -4.822 -1.396 -1.719
H -5.233 0.145 -0.483
H -5.726 -1.490 -0.008
H -3.065 -1.839 0.659
H -3.160 -0.024 0.600
C 0.325 7.902 -1.266
C -0.218 6.398 -1.265
O -0.239 5.951 -2.577
S 1.143 6.501 -3.307
O 0.779 6.703 -4.739
O 2.285 5.620 -3.019
O 1.154 7.924 -2.372
H 1.116 8.164 -0.564
H -0.358 8.747 -1.350
H -1.167 6.333 -0.735
H 0.363 5.779 -0.581
C -2.051 3.182 8.982
C -2.362 1.882 8.407
O -2.371 1.924 6.990
S -2.332 3.494 6.460
O -3.736 3.905 6.341
O -1.353 3.580 5.418
O -1.774 4.096 7.937
H -1.158 3.163 9.607
H -2.868 3.542 9.608
H -3.372 1.550 8.646
H -1.509 1.231 8.596
C -4.894 3.124 -1.037
C -4.051 4.348 -0.573
O -4.573 4.545 0.741
S -4.542 3.126 1.556
O -5.653 3.121 2.501
O -3.225 2.687 2.000
O -4.932 2.294 0.136
H -4.542 2.678 -1.968
H -5.941 3.321 -1.265
H -4.371 5.252 -1.092
H -2.974 4.204 -0.494
C 2.272 -0.772 5.985
C 2.873 -0.132 4.745
O 1.778 0.449 4.040
S 0.316 -0.002 4.626
O -0.358 -0.695 3.550
O -0.404 0.986 5.412
O 0.973 -1.071 5.725
H 2.219 0.041 6.709
H 2.858 -1.401 6.655
H 3.339 -0.879 4.102
H 3.598 0.641 5.000
C 6.737 -2.012 2.291
C 6.591 -1.286 0.874
O 5.244 -1.332 0.428
S 4.551 -2.736 1.075
O 5.222 -3.956 0.505
O 3.139 -2.774 1.377
O 5.368 -2.359 2.461
H 7.111 -1.328 3.053
H 7.357 -2.909 2.308
H 7.286 -1.714 0.151
H 6.917 -0.246 0.874
C 0.434 2.352 -3.631
C 1.652 2.515 -4.535
O 1.670 1.312 -5.320
S 0.210 0.522 -5.343
O 0.137 -0.561 -4.346
O -0.364 0.477 -6.701
O -0.501 1.836 -4.565
H 0.092 3.258 -3.131
H 0.417 1.604 -2.839
H 2.504 2.695 -3.878
H 1.633 3.395 -5.177
C 2.856 1.899 -8.260
C 4.318 2.466 -8.639
O 5.032 1.665 -7.633
S 4.514 0.098 -7.653
O 4.520 -0.447 -6.281
O 5.249 -0.699 -8.649
O 2.984 0.517 -8.155
H 2.126 2.284 -8.972
H 2.585 2.280 -7.275
H 4.597 3.519 -8.597
H 4.643 2.059 -9.597
C 2.053 -0.275 -0.809
C 0.811 -1.155 -0.399
O 0.189 -0.383 0.587
S 0.405 1.210 0.441
O 0.611 1.836 1.751
O -0.605 1.802 -0.405
O 1.865 1.052 -0.384
H 2.154 -0.362 -1.891
H 3.008 -0.650 -0.441
H 1.133 -2.110 0.015
H 0.128 -1.344 -1.227
C -4.657 -4.578 -0.322
C -4.263 -5.024 1.114
O -2.914 -5.495 1.020
S -2.158 -4.922 -0.354
O -1.980 -6.004 -1.383
O -1.035 -4.039 -0.140
O -3.484 -4.006 -0.847
H -5.557 -3.962 -0.308
H -4.843 -5.504 -0.868
H -4.853 -5.739 1.688
H -4.274 -4.136 1.746
C -0.826 -4.667 3.893
C -0.915 -4.038 5.222
O -1.909 -4.730 6.001
S -2.974 -5.508 5.067
O -4.126 -4.678 4.680
O -3.276 -6.877 5.549
O -1.870 -5.618 3.830
H 0.221 -4.967 3.846
H -1.007 -3.939 3.102
H -1.378 -3.059 5.098
H 0.060 -3.743 5.610
C 1.645 -2.828 -6.918
C 0.913 -2.318 -8.239
O 1.469 -2.996 -9.345
S 2.572 -4.120 -8.859
O 3.776 -4.199 -9.640
O 1.888 -5.387 -8.632
O 2.822 -3.365 -7.464
H 1.214 -3.534 -6.208
H 1.974 -2.049 -6.229
H 1.007 -1.242 -8.383
H -0.135 -2.477 -7.985
C -3.520 -0.503 5.284
C -3.513 0.434 4.071
O -4.040 -0.410 3.097
S -5.469 -1.032 3.677
O -5.788 -2.323 2.990
O -6.504 0.002 3.837
O -4.747 -1.216 5.141
H -3.627 -0.039 6.265
H -2.592 -1.074 5.281
H -2.521 0.720 3.722
H -4.040 1.388 4.094
```

LUMO level, eV: -0.58
Orbital gap, eV: 9.734
Energy relative to the best compared isomer or geometry (same formula, charge and spin), kcal/mol: 0.0
Multiplicity: 1
DFT total energy, hartree: -11665.60106
F_max, eV/A: 5.6